A 11-piece molecular cluster, C34H39N11O6 overall in a non-equilibrium geometry. Source: the OMol25 dataset; level of theory: wB97M-V/def2-TZVPD.

## Properties
**Kohn-Sham gap**: 9.24 eV
**Strongest force on any atom**: 2.61 eV/A
**E**: -64556.1940 eV
**ΔE to the lowest compared entry with this formula, charge and spin**: 0.0 kcal/mol
**SMILES string**: O=[N+]([O-])c1ccccc1.O=[N+]([O-])c1ccccc1.O=[N+]([O-])c1ccccc1.CC#N.CC#N.CC#N.CC#N.CC#N.CC#N.CC#N.CC#N
**HOMO**: -10.399 eV
**M**: 697.8 g mol⁻¹

The geometry in ORCA input format:
```
! wB97M-V def2-TZVPD RIJCOSX def2/J DEFGRID3
* xyz 0 1
C -3.70174 -1.81725 -1.41980
C -4.16957 -3.19469 -1.37304
N -4.53804 -4.27747 -1.33331
H -3.07978 -1.59384 -0.55742
H -4.58308 -1.16877 -1.41994
H -3.19378 -1.55991 -2.34669
C 0.85108 -0.92227 -5.16030
C 0.24595 -0.60371 -6.44032
N -0.25864 -0.38950 -7.42635
H 0.30142 -0.46430 -4.33355
H 1.87332 -0.57424 -5.06814
H 0.73093 -1.98474 -4.94392
C -1.35717 3.18979 -2.70009
C -2.00590 1.89807 -2.94687
N -2.43948 0.85259 -3.12507
H -1.39108 3.30432 -1.61412
H -1.96773 3.95796 -3.16129
H -0.32063 3.17831 -3.01157
C 4.67874 -3.75290 -2.29139
C 3.93256 -2.56470 -2.71417
N 3.37938 -1.62075 -3.06628
H 3.96027 -4.42007 -1.81895
H 5.37581 -3.43013 -1.51387
H 5.25890 -4.15875 -3.10964
C -3.60134 3.19818 5.35219
C -4.64089 4.15742 5.04928
N -5.43415 4.92473 4.74162
H -2.72159 3.73089 5.70353
H -3.31764 2.73889 4.40239
H -3.90970 2.40219 6.01386
C 5.36450 1.62281 -1.59734
C 6.49148 2.56369 -1.60183
N 7.33910 3.31297 -1.60926
H 5.73624 0.66104 -1.25693
H 4.98984 1.57191 -2.61680
H 4.60478 1.99634 -0.91915
C -4.70867 4.35960 1.54171
C -4.63696 4.11430 0.10499
N -4.58827 3.86737 -1.02219
H -4.00659 3.69221 2.03428
H -5.73152 4.20720 1.87743
H -4.44929 5.39487 1.75413
C -5.23334 0.74012 1.33158
C -5.26949 0.86517 2.79056
N -5.30676 0.87526 3.92660
H -6.08540 0.09391 1.09938
H -4.33760 0.19577 1.05035
H -5.31430 1.68629 0.81302
C -0.77439 -7.81441 -1.02987
C -1.55656 -6.80086 -0.53104
C -1.23329 -5.46801 -0.78133
C -0.20533 -5.20962 -1.65847
C 0.51531 -6.21437 -2.27377
C 0.26928 -7.52579 -1.91488
N 0.07507 -3.81241 -1.96383
O -0.58553 -2.96194 -1.43119
O 0.93440 -3.60164 -2.78146
H -0.97198 -8.86406 -0.85088
H -2.35748 -6.98587 0.17362
H -1.75248 -4.62768 -0.35164
H 1.32189 -6.01722 -2.96878
H 0.90599 -8.30643 -2.30525
C 1.38132 0.21383 -0.82361
C 0.00790 0.13463 -1.03616
C -0.83593 0.64112 -0.04441
C -0.34022 1.21218 1.11085
C 1.02595 1.30687 1.28441
C 1.88133 0.81809 0.31574
N -1.21357 1.82739 2.08898
O -2.41188 1.83258 1.88637
O -0.69642 2.32151 3.04737
H 2.02727 -0.21873 -1.58577
H -0.47973 -0.36256 -1.85423
H -1.89486 0.52767 -0.25388
H 1.40121 1.90522 2.10803
H 2.94007 0.98394 0.47659
C 2.93906 3.60368 4.25172
C 3.40544 3.76240 2.95162
C 4.13676 2.72380 2.41925
C 4.30493 1.51824 3.05505
C 3.70797 1.32865 4.29631
C 3.11247 2.40499 4.92980
N 4.99816 0.40876 2.41683
O 4.84865 -0.71055 2.89100
O 5.65299 0.67004 1.41538
H 2.40703 4.42141 4.72408
H 3.25954 4.67785 2.40196
H 4.54482 2.79540 1.41377
H 3.82240 0.38710 4.81774
H 2.66825 2.21865 5.89657
*
```